Here is 2 unconnected molecules or ions with the total composition C4H8N2 from OMol25. Energies are from the ωB97M-V functional and the def2-TZVPD basis.

Output
HOMO (spin up / spin down): -9.123 / -8.979 eV
largest force on an atom: 2.56 eV Å⁻¹
Kohn-Sham gap (spin up / spin down): 0.305 / 0.332 Eh
ΔE to the lowest compared entry with this formula, charge and spin: 108.6 kcal/mol

The geometry in ORCA input format:
```
! wB97M-V def2-TZVPD RIJCOSX def2/J DEFGRID3
* xyz 0 1
C -0.42207 1.25668 0.42445
N -0.19499 -0.16155 0.29491
C -1.24428 -0.89499 0.96008
C 1.36381 -0.37286 -1.79910
C 1.97529 -0.37364 -0.58665
N 2.14755 -0.33707 0.58551
H -1.36443 1.55157 -0.06721
H 0.40132 1.81010 -0.03748
H -0.51003 1.55704 1.48069
H -1.33676 -0.59745 2.01710
H -1.04549 -1.96873 0.90587
H -2.22241 -0.69159 0.49178
H 1.32444 0.53707 -2.38819
H 1.12806 -1.31457 -2.28176
*
```